Molecular formula: C4H6N2
Method: DFT, wB97M-V/def2-TZVPD

```
! wB97M-V def2-TZVPD RIJCOSX def2/J DEFGRID3
* xyz 0 1
N 2.1458 0.6712 1.9499
C 1.5865 -0.0258 1.2107
C 0.9678 -0.9343 0.2364
C -0.5472 -1.3048 0.1630
C -0.9008 0.9966 -0.5243
N -1.1856 -0.4408 -0.5926
H 1.3147 -0.6169 -0.7624
H 1.3720 -1.9257 0.4235
H -0.6931 1.1702 0.5282
H -0.0439 1.3208 -1.1206
H -1.7933 1.5559 -0.7972
H -2.1492 -0.6776 -0.8021
*
```

Values from the calculation:
Gap between HOMO and LUMO   9.189 eV

***

Molecular formula: C4H6N2
Method: DFT, wB97M-V/def2-TZVPD

```
! wB97M-V def2-TZVPD RIJCOSX def2/J DEFGRID3
* xyz 0 1
C 1.9709 -0.3054 2.0047
C 0.7064 0.0748 1.2661
C -0.1670 0.5443 0.5928
C -1.3227 0.6786 -0.3509
H 1.4626 -1.5373 2.7245
H 2.2094 0.8757 2.8262
H 3.1412 -0.6158 0.9749
H -2.1967 1.2419 0.1285
H -0.3381 -0.7902 -2.8725
H 0.6406 -0.5661 -1.4204
N -1.3993 0.1109 -1.4822
N -0.3214 -0.7627 -1.8660
*
```

Values from the calculation:
Gap between HOMO and LUMO   8.875 eV

***

Molecular formula: C4H6N2
Method: DFT, wB97M-V/def2-TZVPD

```
! wB97M-V def2-TZVPD RIJCOSX def2/J DEFGRID3
* xyz 0 1
N 1.3802 0.7084 -0.2517
C 0.7822 -0.6517 -0.2411
C -0.2765 -0.4109 0.8646
N -1.3879 -0.8754 -0.0310
C -0.4623 -0.0976 -0.9282
C -0.0386 0.9386 0.1188
H 2.0241 0.8629 0.5171
H 1.3235 -1.5690 -0.4821
H -0.2259 -0.6361 1.9346
H -2.2425 -0.3483 0.1776
H -0.4062 0.1530 -1.9862
H -0.4701 1.9263 0.3074
*
```

Values from the calculation:
Gap between HOMO and LUMO   10.348 eV

***

Molecular formula: C4H6N2
Method: DFT, wB97M-V/def2-TZVPD

```
! wB97M-V def2-TZVPD RIJCOSX def2/J DEFGRID3
* xyz 0 1
N -1.4925 -1.1460 -0.1543
C -0.7700 -1.8447 -0.9917
C 1.0024 0.5732 1.1538
C 0.5025 1.5681 0.4251
C 0.2254 -1.0605 -1.6844
N 1.0707 -0.6035 -2.3418
H -1.3642 -0.1561 0.0512
H -2.2117 -1.6139 0.3872
H 1.7253 -0.1243 0.7352
H 0.7199 0.4190 2.1930
H -0.2082 2.2820 0.8380
H 0.8004 1.7066 -0.6114
*
```

Values from the calculation:
Gap between HOMO and LUMO   9.239 eV

***

Molecular formula: C4H6N2
Method: DFT, wB97M-V/def2-TZVPD

```
! wB97M-V def2-TZVPD RIJCOSX def2/J DEFGRID3
* xyz 0 1
C -1.2683 -0.9256 0.8593
N 1.6958 0.0010 -1.0535
C -0.3546 -0.0148 0.1208
C 1.1333 0.0717 0.1515
C -0.4723 0.9498 -0.8097
N 0.8034 1.3964 -1.2135
H 2.6648 0.3211 -1.0357
H 1.7072 0.2816 1.0582
H -1.3477 1.4136 -1.2526
H -1.1037 -0.8753 1.9413
H -2.3065 -0.6458 0.6714
H -1.1513 -1.9738 0.5625
*
```

Values from the calculation:
Gap between HOMO and LUMO (alpha / beta)   7.562 / 7.563 eV

***

Molecular formula: C4H6N2
Method: DFT, wB97M-V/def2-TZVPD

```
! wB97M-V def2-TZVPD RIJCOSX def2/J DEFGRID3
* xyz 0 1
C 1.7895 0.3730 0.2485
C 1.4786 -0.7679 0.6540
N 0.5929 -1.6724 0.2061
N -0.4235 -1.3545 -0.6000
C -0.6492 -0.0913 -0.8410
C -1.0309 0.9931 0.1531
H 2.1232 1.3441 0.5308
H 0.8447 -2.6511 0.1837
H -1.2763 -0.0164 -1.7300
H -0.4164 1.0259 1.0422
H -0.9769 1.9720 -0.3313
H -2.0558 0.8456 0.4839
*
```

Values from the calculation:
Gap between HOMO and LUMO   8.823 eV

***

Molecular formula: C4H6N2
Method: DFT, wB97M-V/def2-TZVPD

```
! wB97M-V def2-TZVPD RIJCOSX def2/J DEFGRID3
* xyz 0 1
H 1.3978 1.6494 2.1077
N 1.6951 0.7712 1.6901
C 0.8744 0.3375 0.8586
C -0.5326 0.6131 0.3617
C -0.4798 -0.4118 -0.7587
C 1.1156 -0.8302 -0.1028
N 1.9237 -1.6922 -0.3671
H 1.6527 -2.2606 -1.1713
H -1.1409 0.4922 1.3411
H -0.8117 1.6419 -0.1233
H -0.2805 0.0114 -1.7924
H -0.9760 -1.3051 -0.8708
*
```

Values from the calculation:
Gap between HOMO and LUMO   9.599 eV

***

Molecular formula: C4H6N2
Method: DFT, wB97M-V/def2-TZVPD

```
! wB97M-V def2-TZVPD RIJCOSX def2/J DEFGRID3
* xyz 0 1
C -0.5028 1.2634 -0.2428
N -1.5218 0.6032 0.2565
C -0.9730 -0.7872 0.0164
C 0.4506 -0.6595 -0.4758
C 1.3321 0.2123 0.5394
N 0.6038 0.6318 -0.6456
H -0.2855 2.4704 -0.5527
H -1.5252 -1.4788 0.8352
H -1.5716 -1.1261 -0.9778
H 0.8979 -1.5998 -0.8979
H 0.6960 0.3738 1.5721
H 2.3996 0.0966 0.5730
*
```

Values from the calculation:
Gap between HOMO and LUMO   9.895 eV

***

Molecular formula: C4H6N2
Method: DFT, wB97M-V/def2-TZVPD

```
! wB97M-V def2-TZVPD RIJCOSX def2/J DEFGRID3
* xyz 0 1
C -0.6404 2.7556 -1.1903
C -0.9316 -0.2289 0.4807
C 0.5466 -0.3713 0.1576
C 1.2016 -1.8116 -0.1396
N -0.3544 3.2054 -2.2014
N -0.4851 0.0009 -0.6915
H -1.0724 2.3244 -0.3416
H 1.3881 0.3703 0.4028
H 1.7492 -1.7545 -1.0964
H 0.4690 -2.6146 -0.2587
H 1.9979 -2.1322 0.5379
H -0.6606 0.6579 -1.4922
*
```

Values from the calculation:
Gap between HOMO and LUMO   10.121 eV

***

Molecular formula: C4H6N2
Method: DFT, wB97M-V/def2-TZVPD

```
! wB97M-V def2-TZVPD RIJCOSX def2/J DEFGRID3
* xyz 0 1
C -1.0999 -0.7531 0.0142
C -1.0780 0.8020 -0.0082
C 0.3308 0.7380 -0.4104
N 1.5187 0.6727 0.2782
N 1.6099 -0.6869 0.1797
C 0.3679 -0.7902 -0.4411
H -1.8174 -1.2347 -0.6246
H -1.5383 -1.0685 1.0009
H -1.4349 1.2291 0.9453
H -1.7354 1.0042 -0.8854
H 2.3752 1.2147 0.0783
H 2.5014 -1.1273 -0.1270
*
```

Values from the calculation:
Gap between HOMO and LUMO   8.477 eV

***

Molecular formula: C4H6N2
Method: DFT, wB97M-V/def2-TZVPD

```
! wB97M-V def2-TZVPD RIJCOSX def2/J DEFGRID3
* xyz 0 1
N -1.0339 -1.9668 -1.4442
C -1.1736 -1.1471 -0.6401
C -1.2729 -0.0485 0.3480
N -0.0664 0.7414 0.5203
C 0.8921 0.8185 -0.5686
C 1.1960 0.0390 0.6575
H -2.0863 0.6145 0.0343
H -1.5473 -0.4813 1.3155
H 1.3363 1.7979 -0.7245
H 0.6935 0.2424 -1.4724
H 1.1957 -1.0471 0.5591
H 1.8667 0.4373 1.4151
*
```

Values from the calculation:
Gap between HOMO and LUMO   10.982 eV

***

Molecular formula: C4H6N2
Method: DFT, wB97M-V/def2-TZVPD

```
! wB97M-V def2-TZVPD RIJCOSX def2/J DEFGRID3
* xyz 0 1
N 2.4491 0.2571 -1.2822
C 1.6676 -0.0084 -0.4717
C 0.6499 -0.2963 0.5578
C -0.3677 0.8405 0.5316
C -1.0948 -0.0616 -0.4892
N -0.4095 -1.2219 0.1293
H 1.1134 -0.5432 1.5068
H -0.9186 0.8824 1.4856
H -0.0990 1.8496 0.2275
H -0.7984 0.0981 -1.5400
H -2.0926 0.2079 -0.2065
H -0.0995 -2.0043 -0.4488
*
```

Values from the calculation:
Gap between HOMO and LUMO   10.983 eV